103
Properties=species:S:1:pos:R:3:mulliken_charge:R:1 method="wB97M-V/def2-TZVPD" e_above_lowest_ev=0.990 charge=-1
K -0.63310 1.49874 -0.77812 0.93
C -0.23880 -4.04476 -3.27562 -1.62
N -0.67560 -2.81666 -2.68202 1.31
C 0.05200 -1.78936 -2.21812 -0.98
N -0.74040 -0.83996 -1.78622 0.76
C -1.97270 -1.33656 -2.00862 -0.91
N -1.97400 -2.53076 -2.54822 -1.07
C 0.27150 -5.06466 -2.28202 0.89
C 1.18530 -6.02406 -2.71392 -0.78
C 1.60010 -7.03396 -1.85732 -0.64
C 1.11340 -7.10066 -0.56852 -0.95
C 0.22540 -6.12356 -0.11412 0.11
C -0.18470 -5.10226 -0.97692 0.14
C -0.25180 -6.15086 1.24508 0.40
N -0.51680 -7.18266 1.99988 -0.51
N -0.93920 -6.71956 3.18158 -0.49
C -0.89730 -5.41326 3.13028 0.44
O -0.48040 -4.98376 1.90118 -0.15
C -1.09950 -4.43306 4.15948 0.12
C -1.90460 -4.62956 5.28708 -0.98
C -2.02400 -3.61726 6.21448 -0.53
C -1.35570 -2.40706 6.05118 -0.86
C -0.53670 -2.21086 4.94328 0.82
C 0.23430 -0.92726 4.71028 -1.44
N 0.26630 -0.64756 3.29948 1.01
C -0.74200 -0.28526 2.49078 -0.64
N -0.38710 -0.41736 1.23758 0.23
C 0.86700 -0.89906 1.31618 -1.53
N 1.29660 -1.05336 2.54508 -0.66
C -0.41990 -3.21946 4.00998 0.10
H 0.53550 -3.82966 -4.01902 0.46
H -1.10850 -4.46026 -3.79712 0.32
H 1.12370 -1.76176 -2.23552 0.46
H -2.86880 -0.79956 -1.77522 0.62
H 1.56520 -5.98016 -3.72502 0.44
H 2.31600 -7.76586 -2.20552 0.39
H 1.41630 -7.88196 0.11038 0.49
H -0.88540 -4.36156 -0.61982 0.57
H -2.42310 -5.56806 5.40438 0.52
H -2.65470 -3.75726 7.08078 0.38
H -1.46950 -1.62406 6.78458 0.44
H 1.27560 -1.05276 5.02458 0.33
H -0.21340 -0.08626 5.24798 0.33
H -1.69940 0.05324 2.82698 0.73
H 1.43760 -1.18456 0.45788 0.97
H 0.22290 -3.09966 3.15098 0.76
C -2.28510 4.26214 3.57068 -0.83
C -2.66910 5.42204 2.91158 -0.48
C -2.98680 5.35044 1.57428 -0.75
C -2.93380 4.11444 0.90178 0.48
N -2.52030 3.01544 1.54418 -0.02
C -2.21040 3.09894 2.82148 0.24
C -3.31380 3.98364 -0.50172 0.66
C -4.07330 4.99264 -1.11492 -0.78
C -4.40930 4.90224 -2.44732 -0.68
C -4.01550 3.79164 -3.18012 -0.69
C -3.30130 2.77824 -2.56052 -0.18
C -2.91460 2.85174 -1.22742 -0.04
H -2.04530 4.26584 4.62288 0.40
H -2.70990 6.36684 3.44008 0.40
H -3.26270 6.25404 1.05238 0.28
H -1.87490 2.17814 3.28578 -0.03
H -4.42760 5.84814 -0.55412 0.22
H -4.97950 5.69394 -2.92052 0.35
H -4.28020 3.71664 -4.22832 0.36
H -3.03300 1.90464 -3.14372 0.25
C 4.28650 0.81854 3.46148 -1.02
C 4.30860 0.45974 1.98048 -0.22
O 3.81880 1.53544 1.20738 -0.32
P 2.36020 1.54574 0.39348 0.25
O 1.33310 2.28814 1.40578 0.16
C 1.31180 3.68264 1.69448 0.26
C 2.40510 4.09804 2.66418 -1.27
O 2.74190 2.82034 -0.52312 -0.43
C 3.76850 2.69394 -1.49522 -0.40
C 3.61910 1.45664 -2.35722 -0.88
H 4.79900 0.05074 4.03458 0.44
H 3.25870 0.89474 3.80638 0.05
H 4.78710 1.77214 3.61858 0.32
H 3.72880 -0.45346 1.80998 0.20
H 5.34480 0.27954 1.66028 0.41
H 0.32730 3.86834 2.12828 -0.09
H 1.39160 4.25554 0.76818 0.31
H 2.32040 3.54274 3.59488 0.24
H 2.31850 5.16004 2.87858 0.43
H 3.37710 3.89444 2.22638 0.25
H 4.73850 2.67374 -0.98062 0.21
H 3.70050 3.59514 -2.11152 0.38
H 3.70940 0.56974 -1.73212 0.26
H 4.38800 1.44054 -3.12572 0.44
H 2.63850 1.45624 -2.82972 0.04
F -0.75990 0.86554 -9.29712 -0.33
C -0.49010 1.15004 -8.00062 0.52
C -0.43720 2.47234 -7.56222 0.18
F -0.68250 3.46534 -8.44642 -0.32
C -0.14550 2.75684 -6.24712 -0.05
F -0.10300 4.04944 -5.87052 -0.35
C 0.10740 1.75664 -5.27682 0.59
S 0.47010 2.14254 -3.67862 -0.38
C 0.05270 0.43374 -5.77032 -0.18
F 0.29680 -0.59786 -4.92522 -0.20
C -0.24650 0.13394 -7.08202 -0.09
F -0.30500 -1.15436 -7.49222 -0.33

21
Properties=species:S:1:pos:R:3:mulliken_charge:R:1 method="wB97M-V/def2-TZVPD" e_above_lowest_ev=7.020 charge=0
C 1.37573 0.89124 -0.63761 -1.05
C 0.02450 0.90993 -0.88768 0.72
C 0.82305 -0.86139 1.00425 0.38
C 0.01909 -2.70980 2.32179 -0.66
C -1.78065 2.26766 -1.65925 -0.82
N 0.80121 -1.58759 1.96086 -0.30
N 1.70578 -0.07754 0.38634 0.25
N -0.62239 0.25427 0.16787 -0.32
N -0.71136 1.26843 -1.96621 -0.33
O 3.06164 -0.53629 0.59676 -0.44
O -1.84212 -0.51283 -0.23172 -0.40
H 2.19287 1.37717 -1.20417 0.39
H -0.18814 -2.98866 1.28506 0.28
H -0.84496 -2.59936 2.93777 0.25
H 0.64147 -3.52251 2.82618 0.25
H -1.40497 3.32435 -1.70661 0.33
H -2.66391 2.13677 -2.15182 0.34
H -1.83053 2.23431 -0.51449 0.29
H -0.23647 1.39348 -2.77718 0.20
H 3.38752 -0.19110 1.42280 0.34
H -1.90736 -0.47055 -1.17294 0.31

12
Properties=species:S:1:pos:R:3:mulliken_charge:R:1 method="wB97M-V/def2-TZVPD" e_above_lowest_ev=1.868 smiles=O.O.O.O charge=0
H 0.56242 -0.17678 0.32620 0.34
H 0.07432 -0.16613 1.74237 0.28
H -3.55663 -1.25381 1.87434 0.30
H -2.67810 -0.37423 1.01098 0.30
H 1.87704 1.93232 -0.23030 0.31
H 0.46611 2.06895 -0.67896 0.30
H 1.94243 -0.57843 -1.18849 0.28
H 1.62257 -0.67328 -2.58270 0.28
O -0.05893 -0.55667 0.87796 -0.59
O -2.69018 -1.21441 1.42999 -0.61
O 1.25891 1.58551 -0.88120 -0.59
O 1.18004 -0.59304 -1.70018 -0.62

177
Properties=species:S:1:pos:R:3:mulliken_charge:R:1 method="wB97M-V/def2-TZVPD" e_above_lowest_ev=0.000 smiles="C#Cc1c(N)c(S)c(OC#N)c2c1Sc1c([PH2]=S)c(C[C@H](C)Cl)c(CCOC(C)=O)c(S(=O)(=O)F)c1N2CCCCCCOC(C)=O.COC(=O)OC.COC(=O)OC.COC(=O)OC.COC(=O)OC.COC(=O)OC.COC(=O)OC.COC(=O)OC.COC(=O)OC" charge=0
C 3.06243 1.30139 5.29408 0.31
C 2.84148 1.97044 4.30325 -2.20
C 2.24949 2.57482 3.05500 0.59
C 1.36087 3.73748 3.17356 0.99
N 1.04387 4.28423 4.44874 -0.63
C 0.82946 4.28133 1.93788 0.07
S -0.28222 5.73210 2.08013 -0.26
C 1.11294 3.71653 0.62169 -0.64
O 0.51826 4.33998 -0.49123 -0.18
C 1.17723 5.47601 -0.80244 0.62
N 1.66477 6.49509 -1.05115 -0.60
C 1.96646 2.53802 0.50083 -1.72
C 2.51260 2.02394 1.73202 1.51
S 3.60172 0.59446 1.63107 -0.38
C 4.28423 0.76264 -0.05538 1.76
C 5.59610 0.18806 -0.30896 0.29
P 6.55305 -0.62782 1.08592 0.20
S 7.03421 0.81290 2.33595 -0.36
C 6.16044 0.25219 -1.65299 0.80
C 7.53787 -0.40899 -1.90739 -2.74
C 8.77029 0.45707 -1.45438 0.50
C 9.30836 1.38456 -2.61734 -1.27
Cl 10.13438 -0.75186 -1.14295 -0.21
C 5.36121 0.91812 -2.69737 0.25
C 5.99227 0.92586 -4.13038 -1.20
C 5.57169 -0.41134 -4.88713 -0.73
O 5.68510 -1.59382 -4.06564 -0.33
C 4.44064 -2.19622 -3.84550 0.60
C 3.75450 -2.19785 -2.43094 -0.13
O 3.84716 -2.77792 -4.72101 -0.53
C 4.05524 1.51627 -2.40418 -0.37
S 3.23292 2.32101 -3.79948 1.34
O 4.10220 3.38976 -4.26308 -0.69
O 1.94485 2.88282 -3.46852 -0.01
F 2.96297 1.23977 -5.00398 -0.31
C 3.47237 1.44425 -1.04243 -1.75
N 2.16274 2.00928 -0.82975 1.29
C 1.17852 0.92426 -1.17850 0.52
C -0.32818 1.30161 -0.98053 -1.61
C -0.94031 2.22068 -2.11472 0.73
C -1.54845 1.38884 -3.32275 -1.08
C -0.56158 1.20858 -4.53153 1.15
C -1.06282 -0.00368 -5.44156 -0.81
O -0.18566 -1.13826 -5.14058 -0.25
C -1.01290 -2.27574 -5.10610 0.65
C -1.20540 -3.01593 -3.73715 -0.73
O -1.55664 -2.64896 -6.11662 -0.54
H 3.24215 0.54624 6.07821 0.68
H 0.04522 4.52684 4.48552 0.28
H 1.13991 3.55750 5.17010 0.27
H -1.38030 5.27872 1.37686 0.23
H 5.75372 -1.58337 1.77051 0.16
H 7.79455 -1.15636 0.62240 0.15
H 7.55791 -1.38346 -1.35187 0.67
H 7.71460 -0.69299 -2.97533 0.45
H 8.63480 1.00124 -0.49195 0.42
H 9.70481 0.69654 -3.41375 0.36
H 8.51914 2.05181 -3.03120 0.28
H 10.19513 1.91660 -2.20356 0.40
H 5.74754 1.84068 -4.71506 0.53
H 7.11036 0.88410 -4.07358 0.14
H 4.53488 -0.37893 -5.29371 0.32
H 6.26218 -0.51526 -5.76122 0.46
H 3.48947 -3.23937 -2.11389 0.48
H 2.85768 -1.53228 -2.40705 -0.22
H 4.47301 -1.81823 -1.66082 -0.06
H 1.31463 0.70666 -2.27019 -0.31
H 1.45507 -0.01824 -0.63484 0.38
H -0.56943 1.73206 0.02148 0.29
H -0.90072 0.33290 -1.04002 0.74
H -1.83112 2.72600 -1.64197 0.06
H -0.26745 3.04236 -2.44651 -0.45
H -1.91161 0.38259 -2.97388 0.28
H -2.43937 1.95411 -3.71301 0.24
H -0.56712 2.11029 -5.19594 0.17
H 0.45806 0.91616 -4.19622 -0.74
H -0.97674 0.24382 -6.52800 0.29
H -2.11411 -0.20743 -5.12829 0.41
H -1.19162 -2.29808 -2.88491 0.11
H -0.39395 -3.78477 -3.65648 0.28
H -2.21696 -3.49482 -3.76126 0.32
C 0.47479 -0.14842 3.56870 -0.02
O -0.13454 -1.36236 3.12160 -0.23
C -0.38352 -2.23536 4.10001 0.71
O -0.13978 -2.07236 5.26761 -0.58
O -0.94817 -3.32091 3.55674 -0.46
C -1.26953 -4.34885 4.49520 -0.68
H 0.63172 0.48381 2.69842 -0.38
H -0.18116 0.37790 4.26386 0.39
H 1.44030 -0.35025 4.02872 0.26
H -1.99172 -3.98657 5.22749 0.29
H -0.36889 -4.71427 4.99015 0.34
H -1.71879 -5.17377 3.94767 0.27
C -2.64376 6.29080 -6.81457 -0.65
O -1.28517 6.66889 -6.59827 -0.29
C -0.73842 6.14979 -5.49161 0.71
O -1.28674 5.42074 -4.70472 -0.55
O 0.52287 6.57780 -5.41022 -0.23
C 1.22699 6.09307 -4.26138 -0.51
H -2.97475 6.76944 -7.73431 0.21
H -2.72831 5.21017 -6.93468 0.29
H -3.27478 6.63716 -5.99533 0.28
H 1.29038 5.00455 -4.28124 0.16
H 0.74815 6.43484 -3.34664 0.24
H 2.23656 6.49878 -4.29461 0.27
C -4.79745 4.33281 -2.50146 -0.06
O -5.64726 4.31740 -1.35389 -0.36
C -5.81027 3.10726 -0.81033 0.83
O -5.31382 2.08263 -1.20236 -0.55
O -6.62113 3.23299 0.24645 -0.35
C -6.88540 2.00860 0.93011 -0.62
H -4.73785 5.36015 -2.85537 0.21
H -3.79281 3.99770 -2.24109 -0.16
H -5.21444 3.71529 -3.29765 0.32
H -5.96340 1.58184 1.32636 0.28
H -7.38440 1.29878 0.26976 0.29
H -7.54942 2.23472 1.76238 0.22
C -4.12128 -2.91103 8.17256 -0.68
O -4.82933 -3.44785 7.05492 -0.26
C -5.92288 -4.14724 7.38121 0.74
O -6.32887 -4.34407 8.49619 -0.54
O -6.48461 -4.58860 6.25042 -0.30
C -7.67132 -5.35787 6.44758 -0.61
H -3.26034 -2.36853 7.78516 0.18
H -4.74981 -2.21470 8.72833 0.35
H -3.76496 -3.71053 8.82286 0.32
H -8.44075 -4.75822 6.93517 0.23
H -7.45684 -6.25516 7.02833 0.32
H -8.03744 -5.66125 5.46823 0.23
C 0.91806 -10.27848 1.90948 -0.63
O 0.85284 -8.98450 2.50873 -0.32
C 0.25453 -8.05871 1.75093 0.77
O -0.20856 -8.23397 0.65456 -0.53
O 0.26119 -6.90311 2.42593 -0.24
C -0.35084 -5.81441 1.73198 -0.52
H 1.42064 -10.94019 2.61245 0.22
H -0.08336 -10.66656 1.72126 0.29
H 1.49739 -10.24650 0.98633 0.29
H -1.40341 -6.02540 1.53662 0.33
H 0.17748 -5.60451 0.80115 0.36
H -0.28691 -4.93998 2.36610 0.06
C 1.89602 7.12693 -7.73815 -0.49
O 2.11378 6.92548 -9.13900 -0.31
C 2.05342 8.04042 -9.87018 0.72
O 1.83939 9.15009 -9.45502 -0.54
O 2.27286 7.71009 -11.15026 -0.33
C 2.23711 8.81385 -12.05271 -0.63
H 1.96902 6.15924 -7.25033 0.23
H 2.66124 7.78369 -7.32126 0.29
H 0.90350 7.53143 -7.55916 0.28
H 3.01447 9.53799 -11.80677 0.29
H 1.25473 9.28721 -12.04372 0.29
H 2.42686 8.42642 -13.05220 0.22
C -12.83223 -8.48367 3.10425 -0.63
O -11.89904 -7.77742 3.92180 -0.31
C -11.97975 -6.44662 3.82158 0.76
O -12.74593 -5.83475 3.12494 -0.53
O -11.05781 -5.91342 4.63281 -0.24
C -11.02896 -4.48675 4.62809 -0.59
H -12.67274 -9.54757 3.26918 0.22
H -13.85586 -8.23715 3.38749 0.29
H -12.66228 -8.26549 2.04958 0.29
H -11.98019 -4.07964 4.97188 0.33
H -10.78662 -4.10925 3.63419 0.32
H -10.24814 -4.17042 5.31709 0.10
C 1.60165 -2.77998 8.60684 -0.58
O 2.37082 -3.15056 9.75048 -0.31
C 3.37253 -2.31011 10.02868 0.76
O 3.65287 -1.31492 9.41019 -0.54
O 4.00866 -2.76637 11.11203 -0.34
C 5.11133 -1.96022 11.52699 -0.62
H 0.82172 -3.52728 8.47447 0.26
H 1.12896 -1.80929 8.75939 0.29
H 2.22465 -2.76766 7.71218 0.27
H 4.77640 -0.95743 11.79360 0.29
H 5.87156 -1.91658 10.74660 0.29
H 5.54526 -2.42756 12.40892 0.22